11
Properties=species:S:1:pos:R:3:lowdin_charge:R:1 method="wB97M-V/def2-TZVPD" de_lowest_kj_mol=471.6 lumo_ev=-0.6475 energy_ev=-29399.4440 homo_energy_ev=-9.15 charge=0
S -0.6057 0.3264 1.3863 0.939
S -1.9023 -1.2229 -0.9083 0.709
O 1.8078 2.0813 1.0151 0.081
N 1.5538 -0.4906 -1.4823 0.147
C 1.0321 1.1979 0.6035 -0.443
C -0.6559 -0.6751 -0.0714 -1.186
C 0.7553 -0.8387 -0.2712 -0.387
C 0.9341 0.5614 -0.6596 -0.362
H 1.0903 -0.2431 -2.4784 0.182
H 0.0341 1.1088 -1.1046 0.180
H 1.2707 -1.2104 0.5815 0.140


24
Properties=species:S:1:pos:R:3:lowdin_charge:R:1 method="wB97M-V/def2-TZVPD" de_lowest_kj_mol=132.0 lumo_ev=-1.6157 energy_ev=-98418.5051 homo_energy_ev=-4.06 charge=-2
Sn -12.8228 6.9707 26.7203 0.807
S -18.7712 8.9844 24.9764 0.539
S -15.0750 1.1961 27.1522 0.392
S -12.8402 0.8100 27.2760 0.561
S -7.2332 8.3819 27.5958 0.169
S -17.3425 9.9031 23.5351 0.396
F -18.6132 8.1467 26.2908 -0.208
F -11.7386 1.2071 28.3934 -0.229
F -15.7819 9.9287 23.1704 -0.259
F -16.0644 2.4504 27.2305 -0.227
O -15.7663 0.2307 28.0583 -0.334
O -19.5526 8.0151 24.1912 -0.305
O -6.4473 8.0715 26.3860 -0.239
O -15.0801 0.8979 25.7517 -0.286
O -12.1493 1.1092 26.0225 -0.307
O -6.2984 8.7363 28.6373 -0.236
O -7.9265 7.1639 27.9359 -0.242
O -17.8196 9.3234 22.2940 -0.287
O -17.3996 11.3863 23.7405 -0.331
O -13.0847 -0.5909 27.6479 -0.300
O -19.4819 10.2038 25.4225 -0.301
O -8.1969 9.4302 27.3488 -0.263
N -13.9328 1.9839 27.7227 -0.269
N -17.0933 9.0212 24.7345 -0.242


50
Properties=species:S:1:pos:R:3:lowdin_charge:R:1 method="wB97M-V/def2-TZVPD" de_lowest_kj_mol=0.0 lumo_ev="-9.6215 / -9.6068" energy_ev=-189160.9421 homo_energy_ev="-15.16 / -15.17" charge=+2
Ru -0.1536 0.1113 0.4342 0.407
Se -1.5718 -0.1250 -1.7491 0.842
As -0.1045 0.2535 2.9435 1.203
Cl 0.9095 5.1997 -0.6922 0.785
Cl 2.1593 0.0421 0.3560 0.821
S -0.0262 2.2967 0.0358 0.820
N -0.2216 -7.3795 -0.3153 0.228
N -2.3621 0.2628 1.0139 0.019
N -0.1774 -2.0633 0.3334 -0.131
C -2.4055 -1.4366 3.9989 -0.148
C -1.0204 -4.2135 0.9411 0.045
C -0.9691 -2.8410 1.0801 -0.110
C 1.6466 -2.1013 3.4047 -0.148
C 0.1922 2.1512 3.3240 -0.416
C 0.6227 -4.0144 -0.7910 0.038
C -0.2113 -6.2403 -0.1796 -0.139
C 1.4707 -0.6246 3.7215 -0.396
C 3.4213 4.2613 -0.5732 -0.052
C 4.3716 3.2692 -0.3891 0.004
C 0.3444 2.4665 4.8065 -0.128
C 0.5929 -2.6504 -0.5961 -0.161
C 2.6619 1.6912 0.0129 -0.559
C 1.6515 2.6556 -0.1441 -0.630
C 2.0730 3.9704 -0.4569 -0.663
C -1.6308 -0.1352 4.1077 -0.375
C 4.0022 1.9565 -0.0929 -0.063
C -0.2015 -4.8184 -0.0069 -0.174
C -2.3269 0.0996 -0.1577 -0.857
H 1.7572 -2.2837 2.3344 0.043
H 1.0905 2.4332 2.7692 0.054
H 2.3329 -0.0359 3.4015 0.066
H 3.7211 5.2724 -0.8112 0.131
H 2.5429 -2.4772 3.8968 0.091
H 5.4209 3.5120 -0.4874 0.137
H 1.2657 -4.4423 -1.5465 0.142
H 0.5215 3.5349 4.9305 0.092
H -3.1464 -1.4588 4.7984 0.094
H -2.2883 0.7274 3.9869 0.083
H 1.3742 -0.4698 4.7988 0.081
H -0.5545 2.2245 5.3719 0.075
H -1.1740 -0.0486 5.0974 0.081
H 1.1940 -1.9998 -1.2182 0.089
H -1.6869 -4.7987 1.5585 0.142
H 1.1910 1.9426 5.2498 0.077
H 0.8050 -2.6946 3.7637 0.071
H -1.7700 -2.3123 4.1350 0.070
H -1.5873 -2.3429 1.8072 0.071
H 4.7449 1.1811 0.0329 0.129
H -0.6565 2.6775 2.8823 0.066
H -2.9538 -1.5070 3.0625 0.054


52
Properties=species:S:1:pos:R:3:lowdin_charge:R:1 method="wB97M-V/def2-TZVPD" smiles="CCNB(CCCCCOC)COC(F)(F)F.O=C1C=C(O)C(=O)C=C1O" lumo_ev=-1.5404 energy_ev=-39602.3450 homo_energy_ev=-9.66 charge=0
F 3.5457 -0.1125 -1.2016 0.179
F 1.4818 -0.5439 -0.6936 0.120
F 2.9976 -2.0602 -0.4245 0.146
O -1.9475 -2.5083 -1.1038 -0.186
O -0.5605 2.6823 -5.5930 0.107
O -0.5147 4.6852 -1.3311 0.109
O 1.5223 1.2356 -5.0457 0.123
O 3.0355 -0.2430 0.9056 0.042
O 1.5091 3.1911 -0.7701 0.094
N 0.3981 0.6926 1.9070 0.124
C 2.7832 -0.7284 -0.3128 -0.707
C 1.6593 2.1334 -2.8753 0.074
C -1.0408 0.9597 1.8766 -0.251
C -0.6876 3.7693 -3.4988 0.076
C 1.0882 2.0345 -4.0838 -0.228
C 1.0877 3.0364 -1.9043 -0.309
C -1.6593 -2.7085 2.4008 -0.199
C 2.4166 -0.9509 2.0143 -0.043
C -1.8271 -3.5108 1.1104 -0.167
C -1.0552 -2.9102 -0.0767 -0.226
C -1.3727 2.4136 1.5324 -0.070
C -1.5441 -1.3417 -1.7916 -0.110
C 0.2617 -1.3968 3.5322 -0.109
C -0.1278 2.8473 -4.4678 -0.311
C -0.2141 -2.7438 2.9496 -0.202
C -0.1135 3.8648 -2.2917 -0.235
B 0.9605 -0.4800 2.4438 -0.417
H 0.4528 -3.0617 2.1367 0.096
H -1.5473 4.3571 -3.7873 0.136
H 2.5304 1.5644 -2.5853 0.121
H -1.6678 -0.4491 -1.1611 0.078
H 2.4190 -2.0237 1.8002 0.115
H 0.9249 1.3759 -5.8059 0.120
H -2.3406 -3.1022 3.1655 0.113
H -2.4167 2.5002 1.2165 0.079
H 3.1043 -0.8097 2.8582 0.132
H -2.8850 -3.5507 0.8242 0.116
H -0.3456 -3.6417 -0.4916 0.128
H -1.5372 0.3055 1.1458 0.096
H -0.7429 2.7713 0.7087 0.047
H 0.8719 1.0609 1.0900 0.104
H -1.5080 -4.5473 1.2871 0.113
H 1.0143 -1.5919 4.3132 0.106
H -0.4625 -2.0429 0.2555 0.100
H -1.9574 -1.6680 2.2218 0.097
H -0.5029 -1.4104 -2.1304 0.080
H -1.2201 3.0755 2.3897 0.079
H -0.5727 -0.8942 4.0322 0.096
H -2.1897 -1.2393 -2.6698 0.090
H 0.1003 4.5304 -0.5859 0.109
H -1.4625 0.7174 2.8558 0.109
H -0.1412 -3.5325 3.7100 0.112


15
Properties=species:S:1:pos:R:3:lowdin_charge:R:1 method="wB97M-V/def2-TZVPD" de_lowest_kj_mol=350.3 smiles="O=C1C2=CCC=C[C@]12O" lumo_ev=0.1493 energy_ev=-11446.6144 homo_energy_ev=-8.24 charge=0
O -2.2924 1.5956 -0.9357 0.006
O -3.6169 -0.8058 0.6418 0.171
C 0.7146 0.2381 0.6069 -0.062
C 0.8736 -0.8879 -0.4397 -0.158
C -2.6143 -0.5251 0.1049 -0.247
C -0.4319 -1.5893 -0.4148 -0.001
C -1.5856 0.6776 -0.1689 -0.342
C -0.3733 1.0259 0.6187 -0.028
C -1.4483 -0.7580 -0.6214 -0.086
H 1.5746 0.3872 1.2583 0.102
H -0.6009 -2.5782 -0.1468 0.104
H 1.7778 -1.5710 -0.3804 0.131
H -0.4061 1.8360 1.3982 0.125
H -2.4835 2.4598 -0.3667 0.180
H 1.0581 -0.2883 -1.2942 0.104


46
Properties=species:S:1:pos:R:3:lowdin_charge:R:1 method="wB97M-V/def2-TZVPD" s2=3.754 lumo_ev="-8.9607 / -8.4651" energy_ev=-75639.2969 homo_energy_ev="-13.22 / -13.22" multiplicity=4 charge=+2
Nd 1.5381 -0.9657 2.0997 1.828
I -4.8494 0.4053 1.7529 1.103
I -1.6638 -3.4898 1.8255 1.033
S -1.5721 -0.4325 0.8675 0.515
S -1.4397 2.3366 0.6454 0.559
O -0.2761 2.4595 1.4818 -0.321
O -0.2192 -0.4820 1.5175 -0.617
O -1.4902 -0.9328 -0.4687 -0.278
O -2.3146 3.4363 0.8622 -0.267
N -2.3216 0.9855 1.0912 -0.463
C 3.4703 -0.9878 -1.3719 -0.139
C -2.5901 -1.5529 1.8234 -0.855
C 0.7559 1.3156 -2.5451 -0.142
C 1.1453 -0.0153 -1.8849 -0.197
C 0.4463 2.4230 -1.4992 -0.177
C -1.0567 2.4123 -1.1353 -0.172
C 3.2771 -0.0133 1.0004 -0.236
C 2.8225 -1.2095 -0.0158 -0.237
C -3.9789 -1.5068 1.2486 -0.808
C 2.3388 -0.8447 -2.3937 -0.137
C 2.1222 1.0812 1.3317 -0.173
C -4.9286 -2.6109 1.7735 -0.171
H 2.7460 -0.3600 -3.2743 0.126
H 2.4802 2.0484 1.0235 0.130
H -5.1190 -3.3350 0.9961 0.084
H -3.9198 -1.6189 0.1750 0.082
H 0.2801 -0.6464 -2.0325 0.105
H 2.0295 -1.8199 -2.7417 0.125
H -1.5173 1.6231 -1.7111 0.096
H -0.1381 1.1191 -3.1153 0.117
H 4.0504 -1.8617 -1.6458 0.134
H 1.5778 1.6648 -3.1573 0.117
H 2.0073 1.1710 2.4666 0.117
H 3.0675 -2.1829 0.4913 0.129
H 1.0699 2.3892 -0.6200 0.068
H 1.1974 0.1749 -0.8275 0.035
H -4.5135 -3.1013 2.6412 0.051
H 1.6904 -1.1837 -0.1344 0.076
H -5.8806 -2.1722 2.0414 0.041
H 4.1210 0.5424 0.6353 0.139
H -2.5911 -1.2044 2.8479 0.068
H 1.1381 0.9194 0.7954 0.041
H 0.7000 3.3502 -1.9966 0.122
H -1.5196 3.3318 -1.4593 0.110
H 4.1874 -0.1815 -1.3931 0.127
H 3.6403 -0.4777 1.9885 0.108


22
Properties=species:S:1:pos:R:3:lowdin_charge:R:1 method="wB97M-V/def2-TZVPD" de_lowest_kj_mol=310.1 smiles="CN(C)C(=O)c1ccccc1" lumo_ev=0.6367 energy_ev=-13045.8604 homo_energy_ev=-9.05 charge=0
O -1.1923 -2.0184 -0.6824 0.097
N -1.8170 0.0605 -0.0442 -0.187
C 2.7703 -1.1091 0.5005 -0.108
C 0.5298 -0.5695 -0.2501 -0.172
C 1.4205 -1.3676 0.3727 -0.046
C 2.4240 0.9446 -0.7432 -0.123
C -3.1702 -0.2709 -0.3040 -0.045
C 3.3097 0.0491 -0.0416 -0.093
C -1.6207 1.2186 0.7662 -0.090
C -0.8447 -0.9096 -0.3697 -0.432
C 1.1098 0.6625 -0.7356 -0.085
H 2.8446 2.0593 -1.2471 0.178
H 0.3208 1.2727 -1.2928 0.137
H 4.5410 0.2234 -0.1882 0.161
H -2.2025 1.0314 1.6441 0.068
H -0.5417 1.5182 1.2392 0.156
H -3.6976 -0.5287 0.7491 0.143
H -2.0154 2.0846 0.3498 0.051
H 1.1707 -2.3443 0.9576 0.160
H -3.5056 0.8178 -0.8313 0.165
H -3.2785 -1.0586 -0.8042 -0.019
H 3.4450 -1.7661 0.9551 0.083


62
Properties=species:S:1:pos:R:3:lowdin_charge:R:1 method="wB97M-V/def2-TZVPD" de_lowest_kj_mol=12.2 lumo_ev=3.9921 energy_ev=-73746.3854 homo_energy_ev=-2.47 charge=-2
Pd -0.9328 0.7918 0.1813 0.703
S 3.5855 -1.0461 1.5441 0.888
S 0.4388 -4.9811 0.0941 0.787
O 0.1906 -5.6849 -1.2084 -0.578
O -1.7298 7.6172 0.4084 0.013
O -4.1420 1.4895 -1.6688 0.038
O -4.6356 -3.9297 -0.1430 -0.140
O 4.3717 -1.3631 2.7784 -0.569
O -3.8155 7.1268 0.2555 0.001
O 0.8351 2.1631 0.2773 -0.189
O -5.4107 3.0347 -0.9462 0.006
O 1.6232 3.3925 -1.4377 -0.001
O -1.4008 1.7956 -1.6928 -0.118
N -2.8671 -1.7805 0.3981 -0.152
N -2.6263 6.8193 0.1235 -0.389
N -1.0985 -0.7442 1.6341 -0.041
N -4.2760 2.6297 -1.2402 -0.348
C 7.0203 0.3989 0.0097 -0.098
C -3.4185 -4.0708 0.5508 -0.224
C -0.9301 5.0816 -0.3043 0.063
C -1.9626 -0.8046 0.7475 -0.524
C -2.3022 5.5430 -0.3129 -0.178
C -3.1027 3.3874 -1.0341 -0.097
C 2.2195 -4.9932 0.2981 -0.282
C 0.7400 3.0654 -0.6451 -0.607
C -4.0615 -1.4644 -0.3621 -0.124
C 5.2468 1.3265 -1.3615 -0.068
C 4.3429 0.5991 -0.6110 -0.070
C -3.3284 4.6814 -0.6429 0.062
C 6.5974 1.2026 -1.0499 -0.104
C -1.7507 2.8904 -1.1452 -0.330
C -0.6836 3.7825 -0.6616 -0.041
C 4.7664 -0.2140 0.4401 -0.378
C 2.6637 0.4372 1.9244 -0.246
C 0.2829 -3.2267 -0.1701 -0.279
C -3.0401 -2.8552 1.3331 -0.178
C 6.0904 -0.3195 0.7569 -0.106
C -4.5829 -2.8039 -0.9922 -0.184
H -3.8079 -2.6415 2.0919 0.130
H 0.3190 -2.6622 0.7596 0.036
H -0.1211 5.7339 -0.1017 0.107
H -2.6435 -4.3210 -0.2190 0.121
H 3.2876 0.7537 -0.7937 0.107
H 8.0704 0.3603 0.2953 0.093
H -0.6366 -3.1189 -0.7365 0.043
H 7.3573 1.6999 -1.6348 0.088
H 2.2918 1.0204 1.0593 0.023
H -4.8606 -1.0038 0.2435 0.123
H -5.5681 -2.6818 -1.3795 0.106
H 4.8810 2.0445 -2.0891 0.112
H 1.7682 0.1869 2.4724 0.042
H 2.4608 -4.2709 1.1120 0.055
H -3.8217 -0.7440 -1.1693 0.111
H 3.3514 1.0167 2.5463 0.067
H -2.0619 -3.0622 1.8506 0.127
H -4.3340 5.0767 -0.6405 0.124
H 2.4848 -6.0340 0.5300 0.044
H 2.7243 -4.6309 -0.5868 0.050
H 6.3637 -0.8613 1.6819 0.106
H 1.0389 -2.8383 -0.8010 0.043
H -3.5161 -4.9364 1.1950 0.116
H -3.9447 -3.0604 -1.8113 0.108


12
Properties=species:S:1:pos:R:3:lowdin_charge:R:1 method="wB97M-V/def2-TZVPD" de_lowest_kj_mol=44.7 lumo_ev=3.5746 energy_ev=-34694.3623 homo_energy_ev=-2.54 charge=-1
S 0.6032 1.4759 -0.4964 -0.217
S 1.7270 0.2198 0.7123 0.091
S -2.3572 -0.2120 0.5574 0.495
C -2.1550 -1.4799 -0.7336 -0.527
C 2.2759 -1.0947 -0.4638 -0.534
H -3.0348 -1.5813 -1.3619 0.002
H 1.5322 -1.2544 -1.2392 -0.009
H -1.1875 -1.4414 -1.2381 0.011
H 3.1076 -0.5627 -0.9251 -0.012
H 2.6632 -2.0047 -0.0097 0.008
H -2.0498 -2.4575 -0.2379 0.004
H -1.1973 0.4918 0.2569 -0.313


7
Properties=species:S:1:pos:R:3:lowdin_charge:R:1 method="wB97M-V/def2-TZVPD" de_lowest_kj_mol=221.2 lumo_ev="-0.5609 / -0.0066" energy_ev=-36038.3863 homo_energy_ev="-8.22 / -7.72" charge=0
Cl -1.0268 2.1419 0.0952 0.206
Cl -1.5940 0.0850 -2.3643 0.285
Si -0.3241 0.6271 -1.0198 -0.347
O 1.4472 -1.9713 1.4925 0.039
C 0.6362 -1.1291 1.4137 -0.121
H 0.9448 0.9336 -1.7186 -0.104
H -0.0832 -0.6871 2.1013 0.043


19
Properties=species:S:1:pos:R:3:lowdin_charge:R:1 method="wB97M-V/def2-TZVPD" de_lowest_kj_mol=124.5 smiles=C[C@@H](O)[C@@H](N)CN lumo_ev=0.7966 energy_ev=-9369.9038 homo_energy_ev=-9.02 charge=0
O 1.7648 0.6485 0.0013 -0.049
N -1.5181 1.1157 -1.1471 0.007
N -0.6349 -0.5425 2.0102 0.032
C 1.0434 -1.1613 -1.3125 -0.046
C -1.0096 1.0323 0.2270 -0.243
C -0.4768 -0.3620 0.5497 -0.351
C 0.9985 -0.5527 0.0825 -0.395
H 0.2021 -0.7539 -1.8820 0.066
H -0.7955 1.3860 -1.7991 0.063
H -0.2254 0.2619 2.4792 0.068
H -1.0879 -1.0817 0.0108 0.134
H 1.4668 -1.2470 0.7952 0.131
H -1.8259 1.2440 0.8862 0.107
H -0.1279 -1.3643 2.3129 0.062
H 0.8775 -2.2356 -1.3489 0.081
H 1.9054 0.9731 0.8970 0.091
H 1.9354 -0.9076 -1.8701 0.078
H -0.2201 1.7683 0.3749 0.103
H -2.2718 1.7787 -1.2672 0.061


86
Properties=species:S:1:pos:R:3:lowdin_charge:R:1 method="wB97M-V/def2-TZVPD" de_lowest_kj_mol=97.8 s2=3.812 lumo_ev="-1.8183 / -1.7205" energy_ev=-122876.6494 homo_energy_ev="-10.07 / -10.21" multiplicity=4 charge=+1
Cr 0.8152 -0.5863 -0.8336 0.239
S -1.1610 -2.0081 -3.6058 0.935
S 3.1813 -0.0748 -0.2545 0.408
S 0.5859 -2.6331 0.3901 0.415
P 2.0415 0.9816 1.0757 0.487
P 0.1512 -1.1985 1.7954 0.503
N -1.2599 -0.5570 -1.2426 -0.173
N 1.3960 -1.5421 -2.7096 -0.174
N 0.7916 1.0893 -2.1652 -0.114
N -3.7466 -0.0846 -5.4155 -0.038
N -4.9678 -1.3388 -4.2085 -0.036
C 4.1519 1.3997 5.1134 -0.070
C 0.4790 -2.6113 -3.1712 -0.471
C 2.3232 -2.0298 5.7286 -0.068
C -5.2906 -1.8226 -5.5589 -0.145
C -1.6157 0.7942 -1.7527 -0.160
C -1.6243 -1.2995 2.1403 -0.378
C 2.9990 3.3142 -0.1391 -0.094
C 2.3133 -1.9583 3.3274 -0.096
C 1.6679 5.2829 -0.5108 -0.072
C 0.9826 -1.6765 5.7533 -0.070
C 0.4952 0.2865 1.0457 -0.611
C -4.3714 -0.9490 -6.4267 -0.147
C 1.8274 0.8633 -3.1957 -0.190
C 2.1539 1.4980 3.7839 -0.081
C -2.2600 -2.5365 2.2387 -0.091
C -3.7118 -0.1951 2.6179 -0.069
C 2.8916 1.1312 2.6606 -0.341
C -0.5666 1.2864 -2.7293 -0.159
C 0.3030 -1.4539 4.5644 -0.072
C -2.3545 -0.1292 2.3287 -0.094
C 0.5777 4.6632 0.0824 -0.071
C 1.9048 2.6852 0.4535 -0.356
C -4.1105 -0.3108 -4.1474 -0.159
C -1.8597 -1.6854 -1.9789 -0.464
C 2.9885 -2.1719 4.5167 -0.064
C 0.6958 3.3659 0.5659 -0.095
C 4.8881 1.0444 3.9929 -0.070
C 0.9695 -1.5900 3.3499 -0.334
C 2.7845 1.6239 5.0104 -0.068
C 4.2579 0.9025 2.7653 -0.099
C -4.3389 -1.4281 2.7181 -0.070
C -3.6131 -2.5988 2.5285 -0.066
C 1.6912 -0.5426 -3.7685 -0.180
C 2.8793 4.6090 -0.6183 -0.068
H -3.1350 0.6698 -5.6627 0.112
H 0.4094 -3.3637 -2.3868 0.064
H -4.2776 0.7154 2.7658 0.108
H -1.8513 0.8263 2.2381 0.095
H 0.4634 -1.5756 6.6973 0.109
H 1.7442 1.5959 -4.0041 0.134
H -6.3449 -1.6683 -5.7888 0.111
H 2.2110 1.8947 5.8872 0.111
H -4.9258 -0.3629 -7.1588 0.111
H 2.2624 -1.9891 -2.4167 0.112
H -5.4671 -1.6554 -3.3986 0.116
H 5.9525 0.8682 4.0760 0.109
H 3.7305 5.0946 -1.0771 0.109
H 1.5774 6.2932 -0.8877 0.108
H -0.6347 0.7237 -3.6575 0.087
H -1.6942 -3.4473 2.0824 0.099
H 2.7933 0.9943 -2.7128 0.077
H -0.1474 2.8603 1.0219 0.092
H -4.1043 -3.5598 2.6060 0.110
H -2.9096 -1.4712 -2.1820 0.052
H -0.7434 -1.1763 4.5881 0.106
H -5.3961 -1.4794 2.9436 0.109
H 2.8251 -2.0717 2.3781 0.095
H -5.0662 -2.8837 -5.6595 0.109
H 4.8235 0.5974 1.8931 0.079
H 2.5962 -0.8119 -4.3157 0.136
H 1.0544 1.9086 -1.6207 0.095
H -3.6211 -1.5397 -6.9529 0.108
H 2.8526 -2.2024 6.6567 0.110
H -0.3636 5.1896 0.1725 0.108
H 3.9394 2.7848 -0.2364 0.097
H 1.0861 1.6663 3.6997 0.112
H -1.6423 1.4534 -0.8829 0.121
H -1.7636 -2.5754 -1.3591 0.071
H -0.7334 2.3403 -2.9641 0.137
H -1.6336 -0.6167 -0.2952 0.080
H 4.0336 -2.4514 4.5004 0.113
H -2.6042 0.7779 -2.2201 0.091
H 0.8614 -3.0883 -4.0774 0.091
H 4.6433 1.5003 6.0724 0.109
H 0.8645 -0.5736 -4.4764 0.086